Computed, not measured: a molecular structure, C20H32Cl5IrN5OPSSi, with wB97M-V/def2-TZVPD.

Highest occupied orbital energy, eV: -7.8466
Calculated total energy, hartree: -4564.70757
ΔE to the lowest compared entry with this formula, charge and spin, kcal per mole: 63.3

CARTESIAN COORDINATES (ANGSTROEM)
1 Ir 0.04764 -0.02287 0.90309
2 Cl 4.01028 -1.82528 0.53371
3 C 3.45255 -0.19738 0.72858
4 C 2.14638 0.13391 0.92026
5 C 1.71882 1.34728 1.06677
6 Cl 0.03682 0.79561 -1.33516
7 C 2.48923 2.46159 1.03821
8 Cl 1.86022 4.06513 1.21473
9 C 3.86461 2.21271 0.85694
10 Cl 4.96423 3.53578 0.80825
11 C 4.34276 0.89706 0.70765
12 Cl 6.03010 0.61989 0.49971
13 C -3.12065 -1.42773 1.42572
14 Si -2.41923 0.16468 0.68502
15 C -3.18429 1.58999 1.64143
16 C -3.08616 0.25557 -1.06348
17 H -3.18980 -1.36848 2.51500
18 H -2.48610 -2.28078 1.18433
19 H -4.12493 -1.61103 1.02676
20 H -4.21851 1.69987 1.30002
21 H -2.67369 2.54293 1.48055
22 H -3.20193 1.38533 2.71382
23 H -4.13807 -0.04865 -1.06273
24 H -2.53129 -0.39488 -1.73434
25 H -3.01085 1.26692 -1.46730
26 C -2.30897 -3.29122 -1.68493
27 N -1.05710 -4.01069 -1.47836
28 C -1.21372 -5.36904 -0.98364
29 P 0.28812 -3.10902 -1.13764
30 O -0.02542 -1.98172 -0.20412
31 N 0.88082 -2.69302 -2.61089
32 C 1.91897 -1.66206 -2.67065
33 C 0.19984 -2.91492 -3.87638
34 N 1.43049 -4.09811 -0.49082
35 C 1.40425 -4.41068 0.93156
36 C 2.32955 -4.92827 -1.27088
37 H -2.86501 -3.74007 -2.51262
38 H -2.09487 -2.25484 -1.92924
39 H -2.93873 -3.30573 -0.79156
40 H -1.88783 -5.91516 -1.64719
41 H -1.63549 -5.40124 0.02788
42 H -0.25456 -5.88099 -0.97856
43 H 2.43185 -1.59568 -1.71257
44 H 1.49963 -0.68419 -2.90189
45 H 2.64655 -1.93047 -3.44126
46 H -0.48136 -3.75704 -3.79504
47 H 0.94331 -3.13712 -4.64544
48 H -0.36394 -2.03134 -4.19486
49 H 0.96396 -5.39686 1.11946
50 H 0.82861 -3.66268 1.46497
51 H 2.42095 -4.40176 1.32947
52 H 2.07575 -5.99149 -1.18575
53 H 3.35432 -4.79671 -0.91292
54 H 2.28717 -4.63966 -2.31755
55 C -1.92689 0.78601 6.78120
56 C -1.33348 0.83641 5.40768
57 C -1.19596 2.05224 4.71809
58 C -0.69583 2.00813 3.44384
59 N -0.36358 0.84023 2.88714
60 C -0.50076 -0.27223 3.61279
61 S -0.03528 -1.61706 2.70048
62 N -0.96682 -0.31749 4.86030
63 H -1.36578 1.42033 7.46926
64 H -1.91973 -0.23741 7.14558
65 H -2.95523 1.15167 6.75600
66 H -1.47324 2.99267 5.17192
67 H -0.55369 2.89389 2.83749